# 1
{
  "formula": "C8H16InO5",
  "method": "ωB97M-V/def2-TZVPD",
  "species": ["In", "C", "C", "O", "H", "H", "H", "H", "H", "C", "C", "O", "H", "H", "H", "H", "H", "C", "C", "C", "O", "C", "O", "O", "H", "H", "H", "H", "H", "H"],
  "coordinates": [[0.8991, -25.0476, -21.9669], [-2.8232, -23.7844, -19.7007], [-2.9884, -24.3333, -21.1139], [-1.9152, -24.7813, -21.7621], [-3.7336, -23.2674, -19.4053], [-1.9047, -23.2015, -19.6350], [-2.7239, -24.5895, -18.9661], [-3.5746, -23.6414, -21.7394], [-3.6042, -25.2751, -21.0549], [0.2670, -20.8345, -19.4085], [0.9521, -22.1711, -19.7341], [0.9971, -22.4043, -21.0627], [-0.7443, -20.7432, -19.8008], [0.7941, -19.9765, -19.8291], [0.2903, -20.7092, -18.3253], [0.4475, -22.9880, -19.1954], [1.9893, -22.1492, -19.3384], [4.3833, -30.5876, -20.3315], [4.6443, -29.2981, -19.5774], [5.5996, -28.3086, -20.2649], [4.9200, -27.0654, -20.2568], [3.6102, -27.2842, -20.0995], [2.7633, -26.4857, -20.4058], [3.3848, -28.5323, -19.7321], [4.9079, -31.4084, -19.8378], [4.7547, -30.5507, -21.3546], [3.3295, -30.8491, -20.3702], [4.7889, -29.3674, -18.5033], [5.9478, -28.6073, -21.2547], [6.5324, -28.2227, -19.7036]],
  "forces_ev_per_a": [[-0.2, 0.9, 0.5], [0.0, -1.1, 0.6], [0.0, 1.2, -0.5], [0.8, -0.6, 0.2], [0.2, 0.4, -0.2], [-0.2, 0.4, -0.1], [0.2, 0.0, -0.1], [-0.1, -0.1, 0.0], [-0.1, -0.1, 0.1], [0.3, 1.1, 0.1], [0.0, -1.0, 0.1], [-0.4, -0.9, -0.5], [-0.1, -0.5, 0.1], [0.3, -0.2, -0.1], [-0.2, -0.1, 0.0], [-0.2, 0.1, 0.1], [0.0, 0.5, 0.0], [0.8, -0.7, 0.4], [-1.4, 1.0, -1.4], [1.5, -0.8, 1.1], [0.0, 0.4, -0.2], [0.5, -0.8, -1.0], [-0.5, 0.5, 0.3], [-0.4, 0.1, 0.5], [0.0, -0.1, -0.1], [0.0, 0.2, 0.0], [-0.1, 0.2, 0.2], [0.2, -0.3, 0.0], [-0.7, 0.1, -0.3], [-0.2, 0.3, 0.2]],
  "nbo_charge": [1.055, -0.632, -0.095, -0.427, 0.243, 0.225, 0.226, 0.187, 0.305, -0.599, -0.096, -0.469, 0.224, 0.233, 0.236, 0.140, 0.228, -0.640, 0.073, -0.105, -0.471, 1.010, -0.695, -0.481, 0.234, 0.220, 0.248, 0.211, 0.200, 0.212],
  "lumo_energy_ev": -8.2641,
  "e_above_lowest_ev": 0.405,
  "e_homo_ev": -11.9,
  "orbital_gap_ev": 3.61,
  "total_charge": 1
}

# 2
{
  "formula": "C8H16N",
  "method": "ωB97M-V/def2-TZVPD",
  "species": ["C", "N", "C", "C", "C", "C", "C", "C", "C", "H", "H", "H", "H", "H", "H", "H", "H", "H", "H", "H", "H", "H", "H", "H", "H"],
  "coordinates": [[1.4792, 1.9306, 0.9291], [0.9980, 1.0401, 0.1716], [0.8107, 0.4782, -1.1386], [0.6328, 1.5978, -2.0979], [-0.1236, 0.1469, -0.0232], [-1.5871, 0.6369, 0.1942], [0.1391, -1.2528, 0.6157], [-0.5508, -1.3759, 1.9823], [-0.4240, -2.2749, -0.3655], [1.1064, 2.1650, 1.8808], [2.3204, 2.4703, 0.5823], [1.5517, -0.2482, -1.2968], [1.5874, 2.0427, -2.5369], [-0.0514, 2.4059, -1.8205], [0.2656, 1.1578, -3.1263], [-2.2017, -0.0025, -0.4043], [-1.6732, 1.5348, -0.3883], [-1.9797, 0.7314, 1.1994], [1.1403, -1.4354, 0.5998], [0.0911, -0.9142, 2.8382], [-0.6582, -2.4151, 2.2803], [-1.3726, -0.6798, 1.9374], [-0.4268, -3.2982, 0.0166], [0.3299, -2.4329, -1.2721], [-1.4035, -2.0086, -0.7573]],
  "forces_ev_per_a": [[0.3, -0.9, -1.6], [-0.6, 0.5, 2.3], [0.1, 2.1, 0.1], [0.1, -0.4, -4.8], [-1.2, -1.1, 2.1], [1.6, 0.5, -1.9], [-3.2, 0.3, -0.7], [2.7, 1.6, 1.3], [1.8, -1.0, -2.3], [-0.8, -0.1, 1.2], [0.9, 0.6, -0.4], [0.7, -1.1, -0.8], [-0.8, -0.5, 1.4], [0.2, -0.4, 0.2], [0.1, 0.7, 2.0], [-0.5, -0.9, 0.1], [-0.2, 1.0, 0.3], [0.4, 0.2, -0.1], [3.0, -0.3, 0.6], [-0.7, -0.7, -1.5], [-0.7, 0.1, -0.2], [-0.8, -1.2, 0.6], [-0.3, 0.3, 0.4], [-1.7, 0.7, 1.5], [0.0, -0.2, 0.0]],
  "nbo_charge": [0.116, -0.227, -0.032, -0.672, 0.177, -0.641, -0.231, -0.615, -0.610, 0.221, 0.213, 0.250, 0.263, 0.243, 0.262, 0.252, 0.232, 0.248, 0.209, 0.213, 0.249, 0.214, 0.243, 0.210, 0.215],
  "lumo_energy_ev": -4.4299,
  "e_above_lowest_ev": 3.015,
  "e_homo_ev": -15.1,
  "orbital_gap_ev": 10.71,
  "smiles": "C=[N+]1[C@H](C)[C@@]1(C)C(C)C",
  "total_charge": 1
}

# 3
{
  "formula": "C8H16N2",
  "method": "ωB97M-V/def2-TZVPD",
  "species": ["C", "C", "C", "C", "N", "C", "N", "H", "H", "H", "H", "H", "H", "H", "H", "C", "C", "C", "H", "H", "H", "H", "H", "H", "H", "H"],
  "coordinates": [[-0.6881, -0.7248, -2.0450], [-0.4208, -0.0848, -0.6803], [-0.0560, 1.3480, -0.8494], [-0.7918, 2.4840, -0.6555], [0.0261, 3.5404, -1.0215], [1.2260, 2.9813, -1.3507], [1.2161, 1.6924, -1.2525], [0.1034, -1.2305, -2.5933], [-1.1547, -0.0098, -2.7274], [-1.4586, -1.5051, -1.9484], [-1.3116, -0.2382, -0.0731], [0.3957, -0.6010, -0.1717], [-1.8590, 2.4647, -0.5035], [-0.1762, 4.5207, -0.9085], [2.0903, 3.5519, -1.6548], [0.8359, -2.2752, 2.7845], [0.3145, -3.4346, 1.9364], [-1.2087, -3.5756, 2.1525], [1.0911, -2.5359, 3.8161], [1.8010, -1.8936, 2.4408], [0.0921, -1.4783, 2.7718], [0.4936, -3.2022, 0.8894], [0.7680, -4.3753, 2.2281], [-1.7215, -2.8662, 1.4999], [-1.5846, -4.5821, 1.9796], [-1.5293, -3.3067, 3.1635]],
  "forces_ev_per_a": [[-1.3, -0.8, -0.5], [0.2, -0.3, -0.5], [0.4, 0.5, 0.6], [-0.2, -0.9, -0.6], [-0.2, -0.3, 0.2], [0.1, 0.7, 0.0], [0.0, -0.6, -0.1], [0.5, 0.4, 0.3], [0.2, 0.1, 0.0], [0.2, 0.0, 0.2], [0.0, 0.4, 0.1], [0.0, 0.0, 0.0], [0.1, 0.8, 0.3], [0.1, -0.2, -0.1], [-0.1, 0.2, 0.1], [0.7, 0.0, 0.1], [-0.9, 0.2, 0.8], [0.0, 0.3, 0.0], [-0.6, -0.2, 0.1], [-0.2, 0.2, -0.4], [0.2, 0.2, 0.1], [0.2, -0.3, -0.1], [0.4, -0.1, -0.2], [-0.2, -0.2, -0.1], [0.0, 0.0, -0.3], [0.3, -0.1, 0.1]],
  "nbo_charge": [-0.604, -0.435, 0.102, -0.131, -0.531, 0.176, -0.466, 0.216, 0.206, 0.201, 0.210, 0.225, 0.219, 0.418, 0.195, -0.610, -0.401, -0.607, 0.205, 0.208, 0.201, 0.199, 0.198, 0.199, 0.207, 0.200],
  "lumo_energy_ev": 0.9025,
  "e_above_lowest_ev": 0.534,
  "e_homo_ev": -8.6,
  "orbital_gap_ev": 9.53,
  "smiles": "CCc1c[nH]cn1.CCC"
}

# 4
{
  "formula": "C8H16N2O",
  "method": "ωB97M-V/def2-TZVPD",
  "species": ["H", "N", "N", "C", "C", "C", "C", "H", "H", "H", "H", "H", "H", "H", "H", "H", "C", "C", "C", "C", "O", "H", "H", "H", "H", "H", "H"],
  "coordinates": [[0.9771, -1.5840, -1.1282], [0.2884, -0.9953, -0.6149], [0.4985, -0.7553, 0.5521], [1.6397, -1.2364, 1.3098], [2.6257, -2.1107, 0.5318], [2.3331, 0.0241, 1.8410], [1.0217, -2.0209, 2.4743], [2.1376, -3.0085, 0.1520], [3.0651, -1.5619, -0.3012], [3.4308, -2.4186, 1.1919], [1.6087, 0.6692, 2.3279], [2.7962, 0.5767, 1.0270], [3.1007, -0.2529, 2.5579], [0.5289, -2.9188, 2.1082], [1.7982, -2.3099, 3.1781], [0.2855, -1.4069, 2.9864], [-3.3528, 3.3960, -2.7301], [-2.2164, 3.0391, -2.1372], [-1.9062, 1.7452, -1.5716], [-2.7908, 0.7737, -1.3312], [-2.5129, -0.4385, -0.8286], [-4.1776, 2.7142, -2.8469], [-3.4968, 4.3866, -3.1263], [-1.4163, 3.7673, -2.0750], [-0.8716, 1.5646, -1.3181], [-3.8448, 0.8913, -1.5235], [-1.5497, -0.5294, -0.7055]],
  "forces_ev_per_a": [[0.3, 0.0, 0.5], [-0.4, -0.2, -1.3], [-0.4, 0.6, 0.9], [0.9, -0.5, 0.3], [-0.4, 0.2, 0.0], [-0.1, -0.2, -0.1], [0.1, 0.1, -0.2], [0.0, -0.1, 0.0], [0.1, 0.0, -0.1], [0.1, 0.0, 0.1], [-0.1, 0.1, 0.1], [0.1, 0.1, -0.1], [0.1, 0.0, 0.1], [-0.1, -0.1, 0.0], [0.1, 0.0, 0.1], [-0.1, 0.0, 0.1], [0.1, 0.1, 0.0], [-0.2, 0.3, -0.3], [0.1, -0.4, 0.2], [0.2, 0.1, 0.0], [-0.1, -0.1, 0.1], [-0.2, -0.2, -0.1], [0.0, 0.2, 0.0], [0.0, 0.1, 0.0], [0.2, -0.1, 0.1], [-0.2, 0.0, 0.0], [0.1, -0.1, -0.2]],
  "nbo_charge": [0.298, -0.337, -0.080, 0.032, -0.651, -0.600, -0.599, 0.214, 0.213, 0.233, 0.228, 0.212, 0.214, 0.214, 0.214, 0.228, -0.420, -0.190, -0.394, 0.215, -0.686, 0.181, 0.195, 0.196, 0.203, 0.168, 0.498],
  "lumo_energy_ev": 0.6348,
  "e_above_lowest_ev": 2.869,
  "e_homo_ev": -7.6,
  "orbital_gap_ev": 8.21,
  "smiles": "[H]/N=N\\C(C)(C)C.C=C/C=C/O"
}

# 5
{
  "formula": "C8H16N2O3",
  "method": "ωB97M-V/def2-TZVPD",
  "species": ["C", "C", "C", "C", "C", "C", "C", "C", "H", "H", "H", "H", "H", "H", "H", "H", "H", "H", "H", "H", "H", "H", "H", "H", "N", "N", "O", "O", "O"],
  "coordinates": [[0.5721, -0.4458, -1.1392], [1.0645, 0.6513, -0.2622], [-0.8784, -1.1145, -0.9408], [-0.9194, -2.1060, 0.1925], [-2.4120, -2.6224, -0.0729], [-0.5342, -1.4695, 1.5568], [0.2456, 3.0168, 0.8198], [1.2282, 4.0234, 0.5025], [2.3955, -1.5189, -0.5308], [2.1619, -1.4313, -2.5071], [0.4314, -0.0319, -2.0808], [-0.8905, -1.3911, -2.1548], [-1.5615, -0.1806, -0.6641], [-0.2442, -2.9039, 0.0357], [-2.8520, -2.9448, -1.0666], [-2.6493, -3.7735, 0.4550], [-3.2653, -1.8788, 0.0978], [-1.7685, -1.2364, 2.3524], [0.1999, -0.5734, 1.5137], [0.1872, -2.3972, 2.3145], [-0.7245, 1.6986, -0.6344], [-0.6839, 3.7446, 0.5587], [0.5672, 2.8025, 1.8180], [2.5500, 2.5799, 0.0960], [1.5009, -1.6685, -1.4339], [0.3164, 1.7835, -0.1599], [2.2989, 0.6678, 0.1575], [1.0963, 5.1868, 0.7974], [2.5678, 3.5333, 0.3795]],
  "forces_ev_per_a": [[-0.1, -3.1, 0.0], [5.1, 1.4, 1.4], [2.3, 3.7, -2.2], [-2.8, 0.3, -1.3], [-2.4, -3.5, 1.8], [-0.9, -1.8, 4.0], [-1.8, -0.3, -3.6], [5.8, 1.5, 1.4], [-3.3, -0.5, -3.8], [-2.5, -0.6, 4.5], [0.0, 1.5, -1.6], [-1.3, -0.3, 3.7], [0.8, -2.1, -0.9], [0.6, -0.8, -0.5], [2.1, 0.5, 0.1], [0.5, 3.6, -0.7], [1.4, -0.8, 1.0], [4.1, -0.4, -2.5], [-1.7, -1.4, 0.1], [-2.5, 3.0, -2.4], [3.7, 0.0, 1.6], [1.2, -2.8, 1.3], [-0.9, -0.7, 0.9], [0.1, 0.5, 0.5], [5.0, 3.0, 0.5], [-5.5, 1.0, -0.6], [-4.1, -0.2, -0.9], [-0.5, -0.8, -1.0], [-2.4, 0.1, -1.0]],
  "nbo_charge": [-0.180, 0.649, -0.357, -0.335, -0.637, -0.594, -0.331, 0.750, 0.403, 0.369, 0.217, 0.253, 0.190, 0.242, 0.238, 0.207, 0.217, 0.215, 0.219, 0.231, 0.408, 0.269, 0.263, 0.505, -0.860, -0.634, -0.674, -0.541, -0.705],
  "lumo_energy_ev": 0.0218,
  "e_above_lowest_ev": 9.445,
  "e_homo_ev": -10.1,
  "orbital_gap_ev": 10.15
}

# 6
{
  "formula": "C8H16N2O3",
  "method": "ωB97M-V/def2-TZVPD",
  "species": ["C", "C", "C", "C", "N", "C", "O", "N", "C", "C", "C", "O", "O", "H", "H", "H", "H", "H", "H", "H", "H", "H", "H", "H", "H", "H", "H", "H", "H"],
  "coordinates": [[-1.5260, -1.7929, 1.0567], [-2.3864, -0.7298, 0.3734], [-3.7889, -1.2733, 0.0638], [-1.7253, -0.1313, -0.8639], [-1.4407, -1.1234, -1.9006], [-0.4262, 0.5688, -0.4146], [-0.4830, 1.5301, 0.3326], [0.7146, 0.0021, -0.8498], [2.0644, 0.4783, -0.5525], [2.2970, 1.9195, -1.0077], [2.4502, 0.3038, 0.9323], [3.4868, -0.2332, 1.2451], [1.6212, 0.8294, 1.8392], [-0.5787, -1.3676, 1.3937], [-2.0477, -2.2245, 1.9338], [-1.3239, -2.6365, 0.3993], [-2.5426, 0.1011, 1.0831], [-3.7414, -2.1796, -0.5623], [-4.2873, -1.5456, 0.9703], [-4.3876, -0.4954, -0.4402], [-2.3619, 0.6675, -1.2154], [-2.1272, -1.8733, -1.8728], [-1.5020, -0.6944, -2.8402], [0.5897, -0.8434, -1.3742], [2.7284, -0.1783, -1.0828], [1.6198, 2.5915, -0.4969], [2.1183, 2.0159, -2.0914], [3.3303, 2.1957, -0.7964], [0.8434, 1.2463, 1.3843]],
  "forces_ev_per_a": [[-0.3, -0.1, 0.4], [-0.6, -0.2, 0.7], [0.5, 0.3, -0.9], [0.8, 0.0, 0.1], [-0.3, 0.2, -0.8], [-0.2, -1.1, -0.7], [0.1, 0.8, 0.6], [-0.1, 0.5, 0.4], [-0.3, 0.1, 0.3], [0.0, -0.2, -0.4], [0.6, 0.0, 0.1], [-0.6, 0.3, -0.1], [-0.1, 0.0, -0.3], [0.0, -0.1, 0.0], [0.2, 0.4, -0.4], [0.1, 0.0, -0.2], [0.3, -0.2, -0.3], [-0.1, 0.3, 0.1], [-0.3, -0.2, 0.6], [0.1, -0.4, 0.1], [-0.3, 0.4, -0.2], [0.2, 0.2, -0.1], [0.0, -0.4, 0.8], [-0.1, -0.3, -0.2], [0.3, -0.3, -0.2], [0.0, 0.2, 0.1], [0.1, -0.1, 0.4], [-0.1, 0.1, 0.0], [0.1, -0.1, 0.2]],
  "nbo_charge": [-0.620, -0.218, -0.602, -0.136, -0.862, 0.698, -0.676, -0.614, -0.157, -0.618, 0.777, -0.579, -0.688, 0.220, 0.218, 0.205, 0.229, 0.190, 0.220, 0.210, 0.204, 0.374, 0.374, 0.438, 0.231, 0.231, 0.215, 0.228, 0.508],
  "lumo_energy_ev": 0.5672,
  "e_above_lowest_ev": 0.000,
  "e_homo_ev": -9.8,
  "orbital_gap_ev": 10.33,
  "smiles": "CC(C)[C@H](N)C(=O)N[C@@H](C)C(=O)O"
}